{"formula": "C37H28F12N3O3Re", "method": "the ωB97M-V functional and the def2-TZVPD basis", "elements": ["Re", "C", "C", "C", "C", "C", "N", "C", "C", "C", "C", "C", "C", "C", "C", "O", "C", "F", "F", "F", "C", "F", "F", "F", "C", "C", "C", "O", "C", "F", "F", "F", "C", "F", "F", "F", "H", "H", "H", "H", "H", "H", "H", "H", "H", "H", "H", "H", "N", "C", "C", "C", "C", "C", "C", "C", "C", "N", "C", "H", "H", "H", "H", "H", "H", "H", "H", "C", "C", "O", "C", "C", "C", "C", "C", "C", "H", "H", "H", "H", "H", "H", "H", "H"], "positions_angstrom": [[0.230, -0.833, 0.251], [4.696, 4.584, -0.604], [3.557, 3.725, -0.219], [2.236, 4.192, -0.234], [1.200, 3.400, 0.197], [1.408, 2.074, 0.637], [0.365, 1.305, 1.150], [-0.447, 1.767, 2.076], [-0.255, 3.098, 2.645], [-1.226, 3.716, 3.349], [-2.453, 3.047, 3.627], [-3.528, 3.716, 4.342], [-2.534, 1.653, 3.310], [-1.562, 0.990, 2.631], [-1.588, -0.533, 2.678], [-0.667, -1.233, 1.929], [-3.019, -1.086, 2.272], [-3.908, -1.051, 3.240], [-2.923, -2.332, 1.811], [-3.487, -0.321, 1.238], [-1.252, -0.952, 4.171], [-2.115, -0.445, 5.040], [-0.031, -0.473, 4.447], [-1.246, -2.269, 4.254], [2.738, 1.560, 0.552], [3.770, 2.389, 0.185], [3.027, 0.139, 1.021], [1.878, -0.629, 0.811], [4.151, -0.581, 0.197], [3.902, -0.370, -1.113], [5.357, -0.163, 0.488], [4.056, -1.898, 0.420], [3.331, 0.112, 2.563], [2.304, 0.727, 3.185], [4.444, 0.756, 2.826], [3.395, -1.139, 2.988], [4.402, 5.402, -1.259], [5.513, 4.018, -1.049], [5.117, 5.054, 0.295], [2.028, 5.191, -0.596], [0.183, 3.773, 0.133], [0.696, 3.592, 2.511], [-1.065, 4.715, 3.736], [-3.587, 4.781, 4.104], [-3.285, 3.708, 5.422], [-4.490, 3.216, 4.254], [-3.390, 1.117, 3.700], [4.793, 2.039, 0.226], [0.704, -2.937, -0.184], [1.107, -3.112, -1.578], [1.385, -4.333, -2.133], [1.810, -4.422, -3.471], [1.977, -3.290, -4.222], [1.703, -2.016, -3.669], [1.881, -0.810, -4.377], [1.612, 0.392, -3.760], [1.131, 0.388, -2.456], [0.942, -0.729, -1.754], [1.243, -1.937, -2.333], [-0.066, -3.554, 0.082], [1.473, -3.200, 0.442], [1.299, -5.242, -1.546], [2.024, -5.393, -3.895], [2.333, -3.347, -5.243], [2.227, -0.842, -5.404], [1.757, 1.334, -4.270], [0.890, 1.320, -1.957], [-2.816, 0.694, -1.664], [-2.412, -0.719, -1.417], [-1.408, -0.893, -0.595], [-3.071, -1.809, -2.007], [-2.830, -3.137, -1.556], [-3.505, -4.190, -2.111], [-4.440, -3.960, -3.130], [-4.702, -2.663, -3.581], [-4.032, -1.597, -3.034], [-2.186, 1.379, -1.100], [-3.855, 0.843, -1.366], [-2.755, 0.929, -2.729], [-2.164, -3.299, -0.719], [-3.342, -5.198, -1.754], [-4.970, -4.796, -3.570], [-5.434, -2.498, -4.359], [-4.228, -0.606, -3.417]], "mulliken_charge": [1.381, -1.650, 0.339, -1.121, -0.218, -0.101, 0.376, 1.382, -0.878, -1.328, 0.308, -1.580, -0.596, -0.532, 1.234, -0.919, 0.723, -0.205, -0.236, -0.281, 0.518, -0.216, -0.173, -0.211, -0.870, -0.881, 0.879, 0.201, 0.681, -0.197, -0.181, -0.227, 0.731, -0.171, -0.210, -0.221, 0.432, 0.447, 0.335, 0.523, 0.677, 0.776, 0.530, 0.462, 0.399, 0.460, 0.685, 0.764, -0.552, 0.660, -0.649, -0.901, -0.939, 0.366, -0.733, -1.362, -0.185, 0.666, 0.158, 0.534, 0.451, 0.606, 0.492, 0.521, 0.536, 0.588, 0.463, -1.757, 0.338, 0.956, 1.346, -0.056, -1.169, -0.365, -1.017, -0.530, 0.124, 0.440, 0.567, 0.459, 0.501, 0.487, 0.474, 0.441], "homo_lumo_gap_ev": [5.4, 5.4], "e_tot_ev": -84137.5459, "homo_energy_ev": [-19.566, -19.566], "total_charge": 4}